# 1
25
Properties=species:S:1:pos:R:3:forces:R:3 method="wB97M-V/def2-TZVPD" de_lowest_kcal_mol=80.96 homo_lumo_gap_ev=8.055 total_energy_ha=-987.0968 mol_weight_g_mol=209.27
C 3.4116 -0.4059 0.8216 -0.3 -1.1 0.9
C 2.3097 0.3754 0.9374 -0.2 0.4 -0.9
C 2.9170 -0.8599 -1.3629 -1.0 -2.6 -0.7
C 1.7798 -0.0481 -1.3739 -0.7 1.5 -0.2
C 0.5040 1.6499 -0.2106 -0.2 1.0 4.1
C -0.1468 1.8226 -1.5732 -0.4 2.6 0.4
C -1.6937 0.0721 -0.3953 0.5 -0.8 0.3
C -2.8439 -1.3983 1.3606 -1.7 2.0 -0.4
C -2.7922 -0.9809 -0.1563 0.0 -0.4 1.1
N 3.6295 -1.0863 -0.3220 2.5 0.0 1.8
N 1.5796 0.6122 -0.1894 1.0 -0.6 -1.7
N -0.7640 0.3973 0.4269 -1.6 -0.3 -0.5
O 0.5582 2.5347 0.7052 0.2 -1.9 -3.1
S -1.5375 0.7861 -1.9761 -0.2 -0.7 0.2
H 3.9837 -0.7011 1.7321 -0.3 0.4 -1.0
H 1.9313 0.7663 1.8420 -0.1 0.7 0.8
H 3.0923 -1.6894 -2.1144 -0.3 1.7 0.1
H -0.5602 2.8697 -1.4894 0.5 -1.0 -0.3
H 0.5862 1.7753 -2.3666 0.1 -0.2 -0.1
H -2.7044 -0.5800 2.0562 0.6 1.1 -0.3
H -2.1183 -2.0626 1.7123 0.7 -1.8 0.1
H -3.8911 -1.5321 1.6900 0.5 -1.3 -0.5
H -3.8032 -0.5502 -0.3402 0.9 -0.3 -0.5
H -2.6100 -1.9011 -0.8232 -0.3 1.6 0.9
H -0.8175 0.1341 1.4091 -0.1 -0.2 -0.3

# 2
15
Properties=species:S:1:pos:R:3:forces:R:3 method="wB97M-V/def2-TZVPD" de_lowest_kcal_mol=46.53 smiles="O=C1CC[C@@H]1CO" homo_lumo_gap_ev=10.454 total_energy_ha=-345.7308 mol_weight_g_mol=100.12
O 2.3522 0.5440 0.7593 -0.1 -0.2 0.0
C 1.6031 -0.4470 0.0427 -0.5 -0.7 -0.3
C 0.0961 -0.2913 0.3555 -0.2 -0.3 -0.1
C -0.5642 0.8212 -0.4256 0.4 0.5 0.1
C -1.9832 0.3503 -0.1459 0.2 -0.4 0.1
C -1.2943 -1.1284 -0.0162 0.3 0.6 -0.3
O -1.6115 -2.2473 -0.3061 0.5 1.5 0.5
H 3.2953 0.3549 0.6246 -0.5 0.1 0.1
H 1.9462 -1.4463 0.3164 0.1 -0.1 -0.1
H 1.7623 -0.2812 -1.0340 -0.1 -0.3 0.2
H 0.0196 -0.0349 1.4268 -0.1 -0.3 -0.2
H -0.1820 1.7586 -0.0460 -0.4 0.6 -0.3
H -0.3603 0.6971 -1.4990 0.1 0.2 0.3
H -2.7329 0.6749 -0.8920 0.2 -0.9 0.3
H -2.3465 0.6756 0.8395 0.2 -0.2 -0.1

# 3
79
Properties=species:S:1:pos:R:3:forces:R:3 method="wB97M-V/def2-TZVPD" de_lowest_kcal_mol=28.15 homo_lumo_gap_ev="3.178 / 3.217" total_charge=+4 multiplicity=3 total_energy_ha=-2540.0540 mol_weight_g_mol=666.48
W 0.0740 0.2426 -0.2177 2.6 -3.3 5.1
P -1.4608 0.2148 -1.8804 -3.2 1.4 -4.5
P 1.8167 -0.7480 -1.5460 3.2 -0.7 -2.1
P -1.3321 1.5314 1.2656 -1.7 2.4 1.8
H 1.8134 2.0593 -1.4031 -0.4 0.3 0.1
C 1.1620 2.0492 -0.5294 1.5 -0.6 2.0
C 1.7353 1.3487 0.7018 -0.9 2.0 -2.3
H 2.7366 0.9216 0.6002 -0.6 -0.2 0.0
C -1.4152 1.6227 -3.0396 -0.1 0.0 -0.2
C -1.4476 -1.2443 -2.9967 0.5 -0.4 0.1
C -3.2370 0.1406 -1.4095 0.0 0.0 0.5
C 3.5850 -0.6879 -1.0310 -0.1 0.0 0.4
C 1.5632 -2.5299 -1.8781 -0.5 -0.2 0.0
C 2.0006 0.1213 -3.1663 -0.2 -0.2 -0.3
C -0.6120 2.3785 2.7247 0.2 -0.1 0.0
C -2.7025 0.5603 1.9836 -0.1 -0.4 -0.1
C -2.1308 2.9371 0.3679 -0.1 0.0 0.0
H 0.5784 2.9476 -0.3308 0.1 -0.1 -0.4
H 1.5353 1.8176 1.6667 -0.1 -0.4 -0.3
H -2.2189 1.4334 -3.7677 0.3 0.2 0.1
H -0.4488 1.6803 -3.5571 -0.3 0.0 0.1
H -1.6050 2.5724 -2.5228 0.0 -0.3 -0.1
H -2.3704 -1.1823 -3.5931 0.3 0.0 0.2
H -1.4616 -2.1807 -2.4202 -0.1 0.2 -0.2
H -0.5761 -1.2398 -3.6625 -0.3 0.0 0.2
H -3.7780 -0.0363 -2.3509 0.1 0.1 0.3
H -3.5818 1.0739 -0.9518 0.0 -0.4 -0.2
H -3.4230 -0.6923 -0.7176 -0.1 0.1 -0.3
H 4.2063 -1.0989 -1.8416 -0.3 0.1 0.2
H 3.7437 -1.2815 -0.1219 0.0 0.1 -0.2
H 3.9121 0.3439 -0.8474 -0.1 -0.2 -0.1
H 2.2894 -2.8730 -2.6351 -0.2 0.2 0.3
H 0.5444 -2.7149 -2.2394 0.4 -0.1 0.0
H 1.6901 -3.0930 -0.9416 0.1 0.2 -0.3
H 2.8792 -0.2989 -3.6841 -0.4 0.1 0.2
H 2.1859 1.1940 -3.0141 0.0 -0.4 -0.1
H 1.1148 0.0062 -3.8042 0.3 0.0 0.1
H -1.4089 2.9497 3.2260 0.2 -0.3 -0.1
H 0.1763 3.0894 2.4372 -0.3 -0.2 0.0
H -0.1953 1.6369 3.4223 -0.1 0.2 -0.1
H -3.2884 1.2298 2.6332 0.2 -0.2 -0.2
H -2.3017 -0.2827 2.5650 -0.1 0.2 -0.1
H -3.3543 0.1598 1.1993 0.1 0.1 0.3
H -2.7385 3.5090 1.0858 0.1 -0.3 -0.2
H -2.7834 2.5941 -0.4443 0.3 0.3 0.4
H -1.3764 3.6152 -0.0566 -0.2 -0.3 0.1
C 0.2437 7.2118 1.8635 -0.5 -0.6 -0.1
C 0.0167 8.3054 1.0081 0.5 1.4 -1.0
C 0.9385 9.3523 0.9592 -1.6 -0.6 -0.7
C 2.0898 9.3145 1.7503 0.2 0.5 -0.1
C 2.3227 8.2240 2.5907 -0.4 -1.7 0.8
C 1.4124 7.1671 2.6473 1.1 0.7 0.8
S -0.9521 5.9329 1.9745 0.9 0.3 -0.3
H -1.2147 5.8127 0.6396 -0.2 0.6 0.5
H -0.8883 8.3083 0.3987 0.3 0.2 0.1
H 0.7567 10.2029 0.3028 0.0 -0.2 0.2
H 2.8045 10.1372 1.7071 -0.2 -0.2 0.0
H 3.2165 8.1949 3.2079 -0.1 0.0 -0.1
H 1.5814 6.3050 3.2890 0.1 0.3 0.0
C -2.7592 -4.2036 0.0529 -1.1 -0.3 0.0
N -1.4038 -4.5999 0.3114 0.8 0.9 0.5
C -0.6472 -5.3367 -0.6906 0.4 -0.6 0.1
C -0.8035 -3.9692 1.3774 -0.5 -0.7 -0.6
O -1.4316 -3.1647 2.0725 0.9 0.3 -0.6
N 0.5655 -4.2832 1.5413 -0.5 1.0 0.3
C 0.9999 -5.6305 1.8876 0.3 -0.3 -0.1
C 1.3796 -3.1913 2.0066 -0.3 -0.3 0.5
H -3.4222 -4.5761 0.8470 0.1 0.1 -0.3
H -3.0964 -4.5911 -0.9129 0.1 -0.1 0.3
H -2.8881 -3.1086 0.0440 0.2 -0.1 0.1
H 0.4087 -5.0505 -0.6026 -0.3 -0.1 -0.2
H -0.6836 -6.4249 -0.4980 -0.2 0.4 -0.4
H -1.0067 -5.1237 -1.7105 0.0 -0.1 0.5
H 1.9610 -5.8098 1.3854 -0.2 -0.2 0.2
H 1.1407 -5.7439 2.9784 -0.2 0.0 -0.4
H 0.2624 -6.3510 1.5249 0.2 0.1 0.2
H 1.6955 -2.5665 1.1471 0.1 0.3 -0.2
H 0.8321 -2.5321 2.6935 0.2 -0.3 0.0
H 2.2787 -3.5989 2.4809 -0.1 0.3 -0.1